Entry 1:
Computed, not measured: a 2-piece molecular cluster, C5H12N2 overall, with ωB97M-V/def2-TZVPD.

Atoms and positions in Å:
C -1.3501 0.2283 0.4796
C -0.7697 -1.1731 0.3621
C 0.7049 -1.0351 0.6422
N 1.5127 0.9724 -2.3917
C 1.0578 0.1310 -1.5152
C 1.0898 0.2078 -0.0987
N -1.0101 1.0497 1.6442
H -0.9834 0.8469 -0.5605
H -2.4391 0.2387 0.4242
H -1.3079 -1.9268 0.9376
H -0.8768 -1.4239 -0.6958
H 1.2127 -1.9388 0.2824
H 0.9577 -0.9616 1.6983
H 2.2119 1.5609 -1.9397
H -1.2876 1.0605 -1.5077
H 0.3755 -0.6094 -1.9534
H 1.8863 0.8557 0.2653
H -0.1184 1.4841 1.4800
H -0.8662 0.4326 2.4469

Summary:
DFT total energy   -8353.00024 eV
Lowest unoccupied orbital energy   -1.77 eV
F_max   0.039 Eh/bohr
Gap between HOMO and LUMO   5.614 eV

Entry 2:
Computed, not measured: one molecule with the formula C5H12N2, with ωB97M-V/def2-TZVPD.

Atoms and positions in Å:
C -0.3877 0.4117 -0.0563
C -0.8416 0.8794 1.3246
C -1.0121 -1.9033 -0.0021
N -1.1963 -0.6665 -0.5456
N -0.3877 1.4585 -1.0462
C 1.1653 -0.2947 0.1698
C 2.1561 -0.0179 -0.7574
H -1.2643 -0.6316 -1.5552
H 0.5506 1.5931 -1.4126
H -0.7249 2.3437 -0.6922
H 1.4840 -0.1145 1.1966
H -0.1527 1.6375 1.6966
H -1.8424 1.3122 1.2602
H -0.8671 0.0619 2.0450
H -1.3619 -2.7451 -0.5844
H -1.1345 -1.9864 1.0691
H 0.6622 -1.4381 0.1644
H 3.1484 0.2868 -0.4557
H 2.0066 -0.1868 -1.8183

Summary:
DFT total energy   -8356.04941 eV
Lowest unoccupied orbital energy (spin up / spin down)   0.75 / 0.38 eV
F_max   0.027 Eh/bohr
Gap between HOMO and LUMO (spin up / spin down)   8.047 / 7.152 eV

Entry 3:
Computed, not measured: one molecule with the formula C5H12N2, with ωB97M-V/def2-TZVPD.

Atoms and positions in Å:
C 0.5248 1.4060 -1.7823
C 0.5114 0.4648 -0.8200
C -0.6805 -0.5717 -0.8793
C -1.3218 -0.8238 0.4562
N -2.4574 0.1228 0.6148
N 1.6576 0.2602 -0.0623
C 1.8242 -0.3406 1.2469
H -0.0879 1.3248 -2.6768
H 1.1412 2.3035 -1.8672
H -1.3569 -0.2866 -1.6812
H -0.1070 -1.4415 -1.2716
H -0.5835 -0.6886 1.2603
H -1.8425 -1.7866 0.4699
H -3.2389 -0.3476 1.0549
H -2.2821 0.8911 1.2519
H 2.4431 0.8066 -0.3608
H 1.4476 0.3311 2.0118
H 1.5221 -1.3706 1.5168
H 2.8864 -0.2533 1.5181

Summary:
DFT total energy   -8357.97768 eV
Lowest unoccupied orbital energy   0.91 eV
F_max   0.068 Eh/bohr
SMILES   C=C(CCN)NC
Gap between HOMO and LUMO   8.486 eV

Entry 4:
Computed, not measured: one molecule with the formula C5H12N2, with ωB97M-V/def2-TZVPD.

Atoms and positions in Å:
C 1.9132 -0.4949 2.1465
C 0.6587 -0.9717 2.2396
C -0.4016 -0.7426 1.1620
C 0.1382 -0.6988 -0.2536
N -0.9770 -0.3334 -1.1897
C -1.1098 1.1000 -1.2764
N -0.1063 1.6517 -2.2744
H 2.4844 -0.4991 3.0679
H 2.0941 0.3309 1.4645
H 0.4114 -1.4516 3.1826
H -1.0521 0.0809 1.4729
H -1.0905 -1.5811 1.2395
H 0.5824 -1.6285 -0.5959
H 0.9256 0.0701 -0.2831
H -0.4729 -0.5647 -2.0475
H -0.8528 1.5991 -0.3377
H -2.0838 1.4743 -1.5682
H -0.6085 1.6703 -3.1531
H 0.2347 2.5679 -2.0179

Summary:
DFT total energy   -8358.10597 eV
Lowest unoccupied orbital energy   1.08 eV
F_max   0.045 Eh/bohr
SMILES   C=CCCNCN
Gap between HOMO and LUMO   10.421 eV

Entry 5:
Computed, not measured: a 2-piece molecular cluster, C5H12N2 overall, with ωB97M-V/def2-TZVPD.

Atoms and positions in Å:
C -0.5365 2.7230 2.3347
C -0.3937 0.6528 0.9911
C 0.3727 2.8591 3.4700
C -0.9680 -1.7073 -2.0324
C 0.2801 -2.1218 -2.0833
N -0.4677 1.6524 1.6959
N 0.7825 -2.8791 -3.1763
H -1.3841 3.4883 2.1331
H -0.8100 -0.4086 1.1615
H -0.0723 3.3265 4.3276
H 1.0313 2.0351 3.7322
H 0.9746 3.7201 3.3995
H -1.7713 -2.1169 -2.8182
H -1.4763 -1.0477 -1.2549
H 0.3668 0.8742 0.1721
H 1.1722 -1.9181 -1.4660
H 0.0004 -3.2343 -3.6973
H 1.6271 -3.5369 -2.9635
H 1.2721 -2.3610 -3.9259

Summary:
Net charge   +2
DFT total energy   -8339.84820 eV
Lowest unoccupied orbital energy   -7.24 eV
F_max   0.069 Eh/bohr
Gap between HOMO and LUMO   11.354 eV

Entry 6:
Computed, not measured: a 3-piece molecular cluster, C5H12N2 overall, with ωB97M-V/def2-TZVPD.

Atoms and positions in Å:
C 0.5707 0.4272 -0.5509
C 0.9813 -0.9204 -0.4166
C -3.4288 -0.5187 -0.1445
C 0.9148 0.8296 0.8377
C 3.2026 0.4144 -0.2461
N -2.5227 -0.1524 0.5286
N 1.9044 0.1243 0.0185
H 0.4681 -1.5085 0.3155
H 1.2384 -1.5954 -1.2623
H -3.7325 -1.0453 -1.0568
H -4.7183 -0.5441 0.2051
H -5.5704 -0.2038 0.2228
H 0.4300 0.9399 -1.4895
H 0.4263 0.3304 1.6811
H 1.0492 1.9236 0.9658
H 3.5219 -0.0623 -1.2596
H 3.3715 1.5253 -0.1520
H 4.0444 -0.1187 0.3672
H -2.1510 0.1550 1.4360

Summary:
Net charge   +2
DFT total energy   -8335.03052 eV
Lowest unoccupied orbital energy   -9.86 eV
F_max   0.131 Eh/bohr
Gap between HOMO and LUMO   8.876 eV

Entry 7:
Computed, not measured: a 2-piece molecular cluster, C5H12N2 overall, with ωB97M-V/def2-TZVPD.

Atoms and positions in Å:
C -1.7456 -3.4451 1.5122
C -1.1946 -2.3437 1.7957
C 0.9016 0.8524 -0.0670
C 1.0361 1.7374 -2.2621
C 1.2081 3.2259 -0.4017
N -2.4397 -4.4982 1.4692
N 1.0582 1.8376 -0.8471
H -0.1763 -2.3743 2.1001
H -1.7300 -1.4170 1.8113
H 1.0944 0.9816 1.0239
H 0.5634 -0.1153 -0.4221
H 1.8435 1.2050 -2.6034
H 0.1051 1.1022 -2.6701
H 0.9261 2.8350 -2.4969
H 0.1333 3.5278 -0.4249
H 1.6336 3.2755 0.7067
H 1.9786 3.7138 -1.0159
H -2.5845 -5.0080 0.5744
H -2.6113 -5.0926 2.2177

Summary:
Net charge   +2
DFT total energy   -8339.93143 eV
Lowest unoccupied orbital energy   -7.77 eV
F_max   0.102 Eh/bohr
Gap between HOMO and LUMO   11.557 eV

Entry 8:
Computed, not measured: one molecule with the formula C5H12N2O, with ωB97M-V/def2-TZVPD.

Atoms and positions in Å:
C -2.6496 0.7166 1.3830
N -1.8684 1.3224 0.5981
C -0.4804 1.4608 0.9754
C 0.4529 1.0542 -0.1818
C 0.3917 -0.4305 -0.4562
N 1.0480 -1.1586 0.6450
C 1.0972 -0.7528 -1.7738
O 0.8640 -2.0752 -2.2104
H -2.2397 0.0315 2.1334
H -3.7055 0.6815 1.1282
H -0.1817 0.7775 1.7866
H -0.3442 2.5017 1.2617
H 0.0545 1.6072 -1.0285
H 1.4591 1.4221 -0.0132
H -0.6174 -0.8174 -0.3047
H 1.9196 -0.8291 1.0221
H 0.8787 -2.1447 0.7104
H 0.7821 -0.1082 -2.5931
H 2.1628 -0.5636 -1.5941
H 0.9764 -2.6953 -1.4882

Summary:
DFT total energy   -10405.93924 eV
Lowest unoccupied orbital energy   0.94 eV
F_max   0.034 Eh/bohr
SMILES   C=NCC[C@H](N)CO
Gap between HOMO and LUMO   9.978 eV

Entry 9:
Computed, not measured: a 2-piece molecular cluster, C5H12N2O overall, with ωB97M-V/def2-TZVPD.

Atoms and positions in Å:
C -3.9104 -0.4142 -0.3666
N -2.6820 -1.1080 -0.4883
N -1.6721 -0.6591 -0.1954
O -1.4706 0.6931 0.2365
H -4.5965 -0.8961 -1.0257
H -3.8768 0.7434 -0.5780
H -4.2819 -0.5874 0.6991
H -0.5772 0.5335 0.5915
C 1.3182 -1.2067 0.2880
C 1.8265 0.0270 0.1929
C 2.0001 0.5384 -1.1998
C 2.3405 0.8299 1.3211
H 1.0837 -1.8393 -0.5915
H 1.0197 -1.8153 1.1724
H 1.1798 0.0695 -1.8483
H 3.0070 0.4349 -1.6194
H 1.7670 1.6094 -1.4281
H 2.1843 1.8010 1.1376
H 1.8650 0.3790 2.2121
H 3.4756 0.8672 1.4901

Summary:
DFT total energy   -10403.01923 eV
Lowest unoccupied orbital energy   0.94 eV
F_max   0.149 Eh/bohr
SMILES   C/N=N\O.C=C(C)C
Gap between HOMO and LUMO   9.808 eV

Entry 10:
Computed, not measured: a 2-piece molecular cluster, C5H12N2O overall, with ωB97M-V/def2-TZVPD.

Atoms and positions in Å:
C -1.1130 -0.0467 1.7824
C -0.5190 -0.7915 0.6181
O -0.6567 -1.9742 0.4118
C 1.1280 -0.2472 0.3591
C 1.3646 1.1850 -0.0933
N 1.9012 -1.1909 -0.3890
H -1.3836 0.9482 1.4259
H -2.0280 -0.5369 2.1127
H -0.4067 0.0475 2.6037
H 1.4590 -0.3282 1.4001
H 0.7847 1.8928 0.4952
H 2.4203 1.4246 0.0429
H 1.1790 1.3087 -1.1602
H 1.7235 -2.1370 -0.0643
H 1.7067 -1.1316 -1.3826
C -1.2694 0.0305 -1.8158
N -1.9304 0.5058 -0.8251
H -0.9999 -1.0167 -1.8662
H -1.1810 0.5673 -2.7631
H -2.1793 1.4905 -0.8923

Summary:
DFT total energy   -10405.30336 eV
Lowest unoccupied orbital energy   0.87 eV
F_max   0.094 Eh/bohr
SMILES   CC(=O)[C@H](C)N.C=N
Gap between HOMO and LUMO   9.144 eV

Entry 11:
Computed, not measured: one molecule with the formula C5H12N2O, with ωB97M-V/def2-TZVPD.

Atoms and positions in Å:
C -2.1872 -1.7182 -0.6315
N -1.3569 -0.8720 -1.4547
C -0.4192 0.0744 -0.9663
O 0.2362 0.7344 -1.7817
C -0.2915 0.3436 0.4748
N 1.0682 0.7826 0.7477
C 1.9626 -0.3746 0.8959
C 1.0366 1.4281 2.0799
H -2.0784 -2.7806 -0.7869
H -3.2784 -1.4405 -0.6633
H -1.8767 -1.5187 0.3982
H -1.2989 -1.0498 -2.4628
H -0.5831 -0.5361 1.0331
H -0.9791 1.2257 0.5699
H 2.9610 -0.0304 1.1551
H 2.0663 -0.9689 -0.0324
H 1.6029 -1.1066 1.6875
H 0.6840 0.5804 2.6638
H 0.2300 2.1267 2.1036
H 2.0731 1.7290 2.4195

Summary:
DFT total energy   -10406.26264 eV
Lowest unoccupied orbital energy   0.85 eV
F_max   0.079 Eh/bohr
SMILES   CNC(=O)CN(C)C
Gap between HOMO and LUMO   9.705 eV

Entry 12:
Computed, not measured: one molecule with the formula C5H12N2O, with ωB97M-V/def2-TZVPD.

Atoms and positions in Å:
C -0.8798 -1.8672 -2.1184
C -0.6258 -0.8891 -0.8601
N -0.0431 0.3372 -1.2193
C 0.7883 1.1169 -0.4798
O 0.9917 2.2964 -0.7058
C 1.5424 0.5324 0.7710
N 0.6290 0.1935 1.8873
C -0.3420 1.2118 2.2993
H -1.6832 -2.5077 -1.7284
H -1.2477 -1.3120 -2.9836
H 0.0477 -2.3795 -2.3941
H 0.0958 -1.4920 -0.3272
H -1.5086 -0.7019 -0.1861
H -0.3139 0.7595 -2.1074
H 2.0223 -0.3767 0.3750
H 2.2423 1.3021 1.2172
H 0.0928 -0.6217 1.6251
H -1.2206 0.6850 2.6507
H 0.1357 1.9314 2.9418
H -0.7232 1.7817 1.3427

Summary:
DFT total energy   -10406.49968 eV
Lowest unoccupied orbital energy   0.75 eV
F_max   0.066 Eh/bohr
SMILES   CCNC(=O)CNC
Gap between HOMO and LUMO   9.354 eV

One value per record, in order, for ΔE to the lowest compared entry with this formula, charge and spin: 688.52; 394.32; 208.27; 195.89; 228.73; 693.57; 220.70; 239.74; 521.48; 301.09; 208.54; 185.67 kJ/mol.